Model A:
{
  "formula": "C2H8OS",
  "method": "ωB97M-V/def2-TZVPD",
  "symbols": ["C", "S", "H", "H", "H", "H", "C", "O", "H", "H", "H", "H"],
  "positions_angstrom": [[0.83365, 1.29088, -1.62776], [0.22138, 1.77975, 0.00938], [-0.02901, 3.05151, -0.31868], [1.75941, 0.72999, -1.49323], [0.99803, 2.16583, -2.24457], [0.13258, 0.64794, -2.15958], [-0.87129, -1.52195, 1.59892], [0.31826, -1.71507, 0.80637], [0.03266, -2.03846, -0.05262], [-0.61043, -0.80593, 2.37916], [-1.67692, -1.13574, 0.97156], [-1.10834, -2.44876, 2.13105]],
  "orbital_gap_ev": 9.8,
  "smiles": "CO.CS",
  "homo_ha": -0.3297
}

***

Model B:
{
  "formula": "C2H8OS",
  "method": "ωB97M-V/def2-TZVPD",
  "symbols": ["C", "S", "C", "H", "H", "H", "H", "H", "H", "H", "H", "O"],
  "positions_angstrom": [[1.56530, 0.61340, 0.87783], [-0.21222, 1.15482, 0.85655], [-1.02155, -0.28664, 1.42702], [1.89580, -0.12896, 1.66928], [2.16481, 1.56850, 0.96053], [1.69739, 0.19438, -0.12551], [-1.25800, -0.25015, 2.47220], [-1.83900, -0.49357, 0.64640], [-0.27207, -1.37253, 1.46385], [-0.22393, -2.42571, -4.26792], [-0.93595, -2.22992, -2.93766], [-0.13702, -1.91246, -3.42688]],
  "orbital_gap_ev": 9.1,
  "smiles": "CSC.O",
  "homo_ha": -0.3071
}

***

Relative to the most stable one, in kcal/mol, the structures come out at model A 0.0; model B 13.0.

***

Model A:
{
  "formula": "C5H10O2",
  "method": "ωB97M-V/def2-TZVPD",
  "symbols": ["C", "C", "C", "C", "O", "C", "H", "H", "H", "H", "H", "H", "H", "H", "H", "H", "O"],
  "positions_angstrom": [[2.80313, -0.27469, -0.21599], [1.55320, -0.82310, -0.40091], [0.28126, -0.13311, -0.52236], [-0.97836, -0.70848, -0.57742], [-1.20567, -2.00852, -0.44627], [-2.25594, 0.06554, -0.32867], [3.53734, -0.99958, 0.22466], [3.20431, 0.62125, -0.74971], [1.51786, -1.87685, -0.76882], [0.30763, 0.86560, -0.98112], [-0.38250, -2.43717, -0.15506], [-1.92994, 1.12566, -0.35815], [-2.87439, -0.16911, -1.22487], [-2.71371, -0.05026, 0.64486], [-0.50232, 2.35430, 1.81904], [0.85775, 2.80317, 2.30797], [0.07425, 3.12366, 1.84944]],
  "s_squared": 0.799,
  "multiplicity": 2,
  "orbital_gap_ev": [9.0, 7.0],
  "homo_ha": [-0.5325, -0.5366],
  "total_charge": 1
}

***

Model B:
{
  "formula": "C5H10O2",
  "method": "ωB97M-V/def2-TZVPD",
  "symbols": ["C", "C", "C", "C", "C", "O", "H", "H", "H", "H", "H", "H", "H", "H", "H", "H", "O"],
  "positions_angstrom": [[-2.81295, -0.73039, 2.15940], [-1.50802, -0.23062, 1.68356], [-1.05390, -0.24959, 0.38308], [0.26684, -0.03782, -0.09817], [0.84578, -1.00966, -0.87728], [2.15186, -1.26234, -0.83139], [-2.52593, -1.68340, 2.65032], [-3.20820, -0.03051, 2.88474], [-3.47468, -1.08356, 1.36866], [-0.85197, 0.16560, 2.45578], [-1.75661, -0.64411, -0.34804], [1.01856, 0.67674, 0.24721], [0.19135, -1.79773, -1.26720], [2.28390, -1.75875, -1.67958], [1.15455, 2.28576, -2.29734], [1.10622, 3.71437, -1.83316], [1.68626, 2.93665, -1.82440]],
  "s_squared": 0.771,
  "multiplicity": 2,
  "orbital_gap_ev": [9.8, 7.1],
  "homo_ha": [-0.5164, -0.5347],
  "total_charge": 1
}

***

Model C:
{
  "formula": "C5H10O2",
  "method": "ωB97M-V/def2-TZVPD",
  "symbols": ["C", "C", "C", "O", "C", "C", "H", "H", "H", "H", "H", "H", "H", "H", "H", "H", "O"],
  "positions_angstrom": [[1.30764, 0.02798, -1.22954], [2.39520, -0.00046, -1.98876], [-0.49165, -0.70806, 2.21427], [-0.73426, 0.29602, 3.18723], [0.47778, -0.24166, 1.06436], [0.84969, -0.81341, -0.12178], [0.69712, 0.94300, -1.43923], [2.86392, -0.91248, -2.34542], [2.89215, 0.95894, -2.18946], [-0.31974, -1.77014, 2.69895], [-1.52774, -0.94422, 1.91626], [-0.91274, 1.20759, 2.85569], [1.17798, 0.32932, 1.66066], [0.39630, -1.71556, -0.48446], [-2.78208, 1.51323, -2.01284], [-2.79013, 0.07547, -2.71909], [-2.63162, 1.04505, -2.88378]],
  "s_squared": 0.785,
  "multiplicity": 2,
  "orbital_gap_ev": [8.9, 5.9],
  "homo_ha": [-0.5320, -0.5298],
  "total_charge": 1
}

***

Relative to the most stable one, in kcal/mol, the structures come out at model A 19.9; model B 0.0; model C 75.8.

***

Model A:
{
  "formula": "C19H24N4O3",
  "method": "ωB97M-V/def2-TZVPD",
  "symbols": ["C", "C", "C", "C", "C", "N", "C", "O", "C", "N", "C", "N", "C", "C", "C", "C", "C", "C", "O", "N", "C", "C", "O", "C", "C", "C", "H", "H", "H", "H", "H", "H", "H", "H", "H", "H", "H", "H", "H", "H", "H", "H", "H", "H", "H", "H", "H", "H", "H", "H"],
  "positions_angstrom": [[5.30675, 1.08437, -2.67720], [4.45096, 0.89034, -1.50987], [3.75126, 0.73145, -0.54920], [2.86767, 0.52996, 0.59825], [2.26421, -0.88318, 0.59716], [1.50161, -1.17982, -0.61145], [0.54001, -0.40998, -1.15317], [0.03366, 0.57247, -0.59492], [0.05813, -0.86862, -2.46084], [0.58659, -1.94745, -3.11215], [-0.07900, -2.07351, -4.22632], [-1.04491, -1.10736, -4.33995], [-1.96398, -0.87493, -5.33953], [-2.82333, 0.15327, -5.21117], [-2.78067, 0.99297, -4.05142], [-1.87739, 0.76844, -3.06791], [-0.97070, -0.31731, -3.20224], [1.41542, -1.18368, 1.84522], [1.59018, -2.20436, 2.48621], [0.46843, -0.25855, 2.11463], [-0.66167, -0.52045, 2.99610], [-1.82566, -1.03296, 2.14739], [-2.29803, -0.06196, 1.22704], [-0.99231, 0.74194, 3.78395], [-2.14565, 0.57830, 4.76503], [-2.33935, 1.81926, 5.62732], [6.05113, 0.29149, -2.74958], [4.71691, 1.08118, -3.59387], [5.83242, 2.03731, -2.61620], [3.42297, 0.65457, 1.53048], [2.08214, 1.28394, 0.58213], [3.07486, -1.60732, 0.62493], [1.80693, -1.94987, -1.18742], [0.07397, -2.82287, -4.98526], [-1.93691, -1.54917, -6.18243], [-3.54451, 0.33478, -5.99412], [-3.48056, 1.81243, -3.96642], [-1.81441, 1.38009, -2.18097], [0.33370, 0.45499, 1.40936], [-0.35471, -1.31861, 3.67457], [-1.50556, -1.94540, 1.63155], [-2.67315, -1.28952, 2.78296], [-1.61113, 0.11450, 0.56814], [-0.09083, 1.04400, 4.32506], [-1.22765, 1.54785, 3.08158], [-3.06875, 0.37190, 4.21841], [-1.95938, -0.29048, 5.40496], [-3.17075, 1.69851, 6.32248], [-1.44225, 2.03349, 6.21171], [-2.54672, 2.69354, 5.00696]],
  "orbital_gap_ev": 8.5,
  "smiles": "CC#CC[C@H](NC(=O)c1ncn2ccccc12)C(=O)N[C@H](CO)CCC",
  "homo_ha": -0.3058
}

***

Model B:
{
  "formula": "C19H24N4O3",
  "method": "ωB97M-V/def2-TZVPD",
  "symbols": ["C", "C", "C", "C", "C", "C", "C", "C", "C", "O", "N", "C", "C", "N", "C", "O", "C", "C", "N", "C", "N", "O", "C", "C", "C", "C", "H", "H", "H", "H", "H", "H", "H", "H", "H", "H", "H", "H", "H", "H", "H", "H", "H", "H", "H", "H", "H", "H", "H", "H"],
  "positions_angstrom": [[-0.47911, -4.48403, -3.33029], [0.19448, -3.13867, -3.37775], [-0.46284, -2.03203, -3.91152], [0.15337, -0.79169, -3.93529], [1.43399, -0.63728, -3.42091], [2.11138, -1.72708, -2.88557], [3.48044, -1.55509, -2.27715], [3.43542, -1.70729, -0.75153], [2.94429, -0.41743, -0.12212], [3.42094, 0.66440, -0.41287], [1.93491, -0.54992, 0.78225], [1.23160, 0.60610, 1.28435], [0.43159, 0.28561, 2.54183], [-0.59793, 1.31715, 2.54562], [-1.51094, 1.29959, 3.54138], [-1.50772, 0.43558, 4.40974], [-2.53659, 2.35715, 3.60360], [-3.59457, 2.40777, 4.41583], [-4.24428, 3.59774, 4.16435], [-3.57357, 4.29995, 3.18717], [-3.89294, 5.42668, 2.71997], [-2.49888, 3.52062, 2.83476], [-0.61283, 2.09323, 1.29570], [0.18274, 1.21389, 0.33171], [-0.69915, 0.15743, -0.32431], [1.47808, -2.96760, -2.87402], [0.25161, -5.29247, -3.34000], [-1.07564, -4.58778, -2.42127], [-1.14867, -4.61980, -4.17936], [-1.46126, -2.14903, -4.31656], [-0.36516, 0.06061, -4.35630], [1.91392, 0.33424, -3.43188], [4.15597, -2.30856, -2.68862], [3.89293, -0.57607, -2.51562], [2.82353, -2.56234, -0.46112], [4.44526, -1.87511, -0.36964], [1.47483, -1.44334, 0.84196], [1.97960, 1.36976, 1.49907], [-0.02357, -0.70975, 2.49124], [1.02640, 0.32075, 3.45368], [-3.91414, 1.69031, 5.14902], [-5.07460, 3.94935, 4.60277], [-3.23614, 5.73252, 2.01122], [-1.63093, 2.25884, 0.95119], [-0.13693, 3.06547, 1.43954], [0.67417, 1.81711, -0.43227], [-1.23478, -0.43543, 0.42253], [-1.44504, 0.63257, -0.96292], [-0.11772, -0.51907, -0.95243], [2.00447, -3.82756, -2.46916]],
  "orbital_gap_ev": 8.9,
  "smiles": "[H]/N=c1/[nH]cc(C(=O)N2C[C@H](C)[C@H](NC(=O)CCc3cccc(C)c3)C2)o1",
  "homo_ha": -0.3042
}

***

Relative to the most stable one, in kcal/mol, the structures come out at model A 30.3; model B 0.0.

***

Model A:
{
  "formula": "C2H12NO4",
  "method": "ωB97M-V/def2-TZVPD",
  "symbols": ["O", "C", "C", "N", "H", "H", "H", "H", "H", "H", "H", "H", "O", "H", "H", "O", "H", "H", "O"],
  "positions_angstrom": [[-1.05895, 4.08345, -0.54396], [-0.85987, 3.20007, 0.30866], [0.40032, 2.35493, 0.19752], [0.45061, 1.49767, -0.97169], [-1.55527, 3.02886, 1.17003], [1.22641, 2.97596, 0.06339], [0.45875, 1.64322, 1.08115], [0.47488, 2.04810, -1.86512], [-2.14773, 1.24888, 0.18491], [-0.29398, 0.86436, -1.05749], [-1.76563, 0.01944, 1.08214], [-1.82232, -1.33638, 1.96966], [-1.18855, -0.76358, 1.60174], [-0.33097, -1.64550, 0.19750], [-0.18899, -2.17479, -1.23467], [0.09575, -1.48571, -0.58168], [2.63584, -4.61969, -1.08426], [2.75621, -5.93493, -0.34137], [2.71348, -5.00434, -0.17645]],
  "orbital_gap_ev": 3.5,
  "homo_ha": -0.4939,
  "total_charge": 1
}

***

Model B:
{
  "formula": "C2H12NO4",
  "method": "ωB97M-V/def2-TZVPD",
  "symbols": ["O", "C", "C", "N", "H", "H", "H", "H", "H", "H", "H", "H", "O", "H", "H", "O", "H", "H", "O"],
  "positions_angstrom": [[-0.67232, -0.86369, -2.26732], [0.45247, -0.77420, -1.87349], [0.77518, 0.06565, -0.64988], [-0.45796, 0.38653, 0.12926], [1.31229, -1.19963, -2.41791], [1.54129, -0.26551, 0.04557], [1.24577, 0.98467, -1.04230], [-0.96675, -0.46288, 0.35885], [-0.26041, 0.82689, 1.04106], [-1.00648, 1.08703, -0.38206], [-3.47159, 1.59508, -1.68015], [-3.03090, 2.63127, -0.73589], [-2.74200, 1.78032, -1.04710], [0.42627, 1.76498, 3.41809], [0.78936, 0.35089, 3.30878], [0.12721, 0.97224, 2.92482], [2.22506, -3.20298, -0.38942], [2.01272, -3.04645, 1.04406], [1.70077, -2.63022, 0.21504]],
  "orbital_gap_ev": 11.1,
  "homo_ha": -0.5198,
  "total_charge": 1
}

***

Relative to the most stable one, in kcal/mol, the structures come out at model A 197.1; model B 0.0.